73
Properties=species:S:1:pos:R:3 method="wB97M-V/def2-TZVPD" e_tot_ha=-1596.62836 gap_ev=3.507 max_force_ha_per_bohr=0.06291 charge=-1
C -2.12290 0.35271 3.77392
C -1.16424 1.33735 3.14096
C -1.59919 1.85833 1.88249
C -1.13331 3.04895 1.27164
C -0.01572 3.79453 1.75100
C 0.40148 4.94513 1.09463
C -0.28007 5.40166 -0.04331
C -1.41210 4.71049 -0.50101
C -1.83339 3.55583 0.13523
O -0.07378 1.61391 3.68593
H -2.52777 -0.34167 3.03092
H -1.62287 -0.21066 4.56038
H -2.95638 0.92243 4.20725
H -2.46579 1.37851 1.42822
H 0.50182 3.43854 2.64450
H 1.25934 5.50640 1.47513
H 0.04772 6.30952 -0.55150
H -1.97230 5.09188 -1.35636
H -2.72006 3.01655 -0.20674
C 2.87999 2.25384 -3.99693
C 1.86534 2.61680 -2.90270
C 2.57204 3.48352 -1.86353
C 0.73941 3.43739 -3.54299
C 1.27153 1.34638 -2.25871
C 1.26191 1.13772 -0.90384
C 0.69339 -0.02618 -0.30146
C 0.70715 -0.19745 1.10968
C 0.41252 -1.40568 1.74053
C 0.59043 -1.64482 3.09515
C 0.27848 -2.88452 3.72926
C 0.55074 -3.08597 5.12205
C 0.18836 -4.25262 5.76324
C -0.45487 -5.27421 5.02925
N -0.92747 -6.44483 5.67641
O -1.53179 -7.29693 4.98247
O -0.73638 -6.57715 6.90646
C -0.71517 -5.12494 3.65413
C -0.34595 -3.95662 3.01606
C 0.15367 -1.01957 -1.16810
C 0.08241 -0.87881 -2.52727
C -0.60496 -1.94365 -3.41375
C -1.84119 -1.32381 -4.07271
C -1.04604 -3.15527 -2.58924
C 0.35400 -2.42195 -4.50723
C 0.61376 0.35291 -3.12788
O 0.47689 0.56325 -4.35866
H 2.38737 1.66494 -4.77583
H 3.29089 3.16834 -4.44320
H 3.69751 1.66472 -3.56722
H 1.87068 3.82158 -1.09165
H 3.39030 2.92412 -1.39393
H 2.99880 4.37704 -2.33881
H -0.01590 3.70259 -2.79360
H 1.14973 4.35522 -3.98188
H 0.26001 2.84500 -4.32823
H 1.72526 1.86558 -0.22960
H 1.06860 0.63728 1.70835
H 0.05563 -2.23172 1.12487
H 0.98873 -0.83728 3.71421
H 1.06313 -2.29788 5.67430
H 0.38325 -4.42619 6.82038
H -1.20385 -5.93615 3.12036
H -0.53908 -3.85588 1.95173
H -0.23051 -1.93183 -0.71713
H -1.53768 -0.48059 -4.69866
H -2.35630 -2.06853 -4.69026
H -2.53171 -0.95751 -3.30509
H -0.18014 -3.63713 -2.11952
H -1.76245 -2.86000 -1.81322
H -1.53774 -3.90202 -3.22477
H 1.24658 -2.86315 -4.05093
H -0.13464 -3.17500 -5.13740
H 0.65484 -1.57276 -5.12625